A.
Density functional theory data (ωB97M-V with the def2-TZVPD basis set) for the molecule C15H21NO2.

Geometry (Å):
C  0.75  3.43  -3.47
C  1.57  3.65  -2.21
C  0.97  4.71  -1.28
C  -0.24  4.23  -0.47
O  0.14  3.39  0.60
C  0.21  2.04  0.48
C  -0.36  1.28  -0.54
C  -0.26  -0.10  -0.51
C  0.41  -0.75  0.52
C  0.59  -2.23  0.54
O  1.69  -2.75  0.67
N  -0.52  -2.98  0.39
C  -1.90  -2.54  0.50
C  -2.59  -3.72  1.18
C  -1.87  -4.92  0.56
C  -0.43  -4.43  0.47
C  0.99  0.01  1.53
C  0.88  1.39  1.52
H  0.68  4.35  -4.05
H  -0.27  3.10  -3.23
H  1.21  2.66  -4.09
H  2.57  3.97  -2.50
H  1.68  2.71  -1.67
H  1.73  5.03  -0.57
H  0.67  5.57  -1.87
H  -0.99  3.76  -1.11
H  -0.71  5.09  0.01
H  -0.88  1.74  -1.36
H  -0.69  -0.68  -1.32
H  -2.33  -2.37  -0.49
H  -1.97  -1.61  1.07
H  -2.42  -3.69  2.25
H  -3.67  -3.73  1.00
H  -2.27  -5.12  -0.43
H  -1.96  -5.82  1.16
H  0.16  -4.70  1.35
H  0.10  -4.82  -0.41
H  1.53  -0.48  2.32
H  1.31  1.99  2.30

Output
**Multiplicity**: 1
**SMILES**: CCCCOc1ccc(C(=O)N2CCCC2)cc1


B.
Density functional theory data (ωB97M-V with the def2-TZVPD basis set) for the molecule C15H21NO2.

Geometry (Å):
C  4.06  2.76  3.58
C  3.77  1.52  2.74
O  3.01  2.00  1.74
C  3.26  0.98  0.70
O  4.00  -0.11  0.78
C  2.31  1.56  -0.58
N  1.07  0.86  -0.49
C  1.12  -0.66  -0.79
C  -0.02  -1.36  -0.69
C  -1.26  -0.78  -1.41
C  -2.65  -1.29  -1.05
C  -3.05  -1.52  0.29
C  -4.43  -2.12  0.61
C  -5.01  -2.72  -0.50
C  -4.60  -2.63  -1.99
C  -3.21  -2.12  -2.11
C  -1.39  0.73  -1.04
C  -0.04  1.39  -1.10
H  4.53  2.79  4.46
H  3.21  3.02  3.86
H  4.64  3.59  2.97
H  3.25  0.78  3.21
H  4.81  1.16  2.49
H  2.87  1.24  -1.43
H  2.20  2.47  -0.67
H  1.97  -1.13  -0.28
H  1.39  -0.75  -1.77
H  -0.27  -1.15  0.47
H  -0.17  -2.34  -0.62
H  -1.09  -0.72  -2.37
H  -2.67  -0.74  0.86
H  -4.64  -2.19  1.45
H  -5.94  -3.19  -0.49
H  -4.85  -3.21  -2.70
H  -2.89  -1.92  -3.07
H  -1.58  0.81  0.09
H  -2.09  1.29  -1.71
H  0.00  2.47  -1.18
H  0.36  1.25  -2.28

Output
**Multiplicity**: 1
**SMILES**: CCOC(=O)CN1CCC(c2ccccc2)CC1


Stability ranking, top entry: A; the second entry is 11.582 eV less favorable.


A.
Density functional theory data (ωB97M-V with the def2-TZVPD basis set) for a cluster of 4 separate species, C3H13O3S in total.

Geometry (Å):
C  -0.46  1.89  1.17
C  -1.26  0.76  1.83
C  -1.71  -0.29  0.77
S  -0.51  -1.55  0.32
H  -1.19  2.63  0.83
H  0.13  2.58  1.80
H  0.10  1.43  0.36
H  -2.16  1.23  2.27
H  -0.79  0.22  2.66
H  -2.55  -0.79  1.25
H  -1.90  0.33  -0.11
H  -0.36  -0.17  -2.70
H  -1.81  0.45  -2.44
O  -1.08  0.38  -3.07
H  3.68  -0.34  0.62
H  2.66  0.75  1.14
O  3.57  0.44  1.18
H  1.45  -1.20  -2.08
H  0.83  -0.32  -0.96
O  1.24  -0.26  -1.88

Output
**Multiplicity**: 1
**Net charge**: -1


B.
Density functional theory data (ωB97M-V with the def2-TZVPD basis set) for a cluster of 4 separate species, C3H13O3S in total.

Geometry (Å):
C  -1.23  1.43  -0.60
C  0.26  1.08  -0.56
C  0.71  1.36  0.89
S  0.18  -0.02  2.08
H  -1.76  0.97  0.27
H  -1.32  2.55  -0.52
H  -1.74  1.16  -1.51
H  0.79  1.70  -1.32
H  0.46  0.05  -0.83
H  1.81  1.29  0.95
H  0.34  2.32  1.22
H  -1.33  -1.57  -1.77
H  -1.25  -2.20  -3.09
O  -1.59  -1.39  -2.69
H  2.80  -1.61  1.78
H  2.28  -0.36  2.36
O  3.03  -1.01  2.50
H  -0.35  -2.50  -0.04
H  -0.92  -1.25  0.75
O  -1.16  -2.01  0.14

Output
**Multiplicity**: 1
**Net charge**: -1


C.
Density functional theory data (ωB97M-V with the def2-TZVPD basis set) for a cluster of 4 separate species, C3H13O3S in total.

Geometry (Å):
C  -1.95  0.17  0.23
C  -2.53  -0.67  1.35
C  -1.50  -1.12  2.38
S  -0.50  0.19  3.17
H  -1.30  -0.43  -0.40
H  -2.71  0.61  -0.43
H  -1.35  1.01  0.60
H  -2.92  -1.57  0.87
H  -3.32  -0.12  1.84
H  -2.04  -1.64  3.17
H  -0.81  -1.82  1.90
H  2.05  0.44  -2.24
H  3.02  0.08  -3.32
O  2.54  0.84  -2.98
H  1.17  0.32  1.56
H  1.01  1.45  0.62
O  1.63  0.73  0.78
H  2.17  -1.29  -6.06
H  1.18  -0.55  -6.94
O  1.97  -0.41  -6.41

Output
**Multiplicity**: 1
**Net charge**: -1


D.
Density functional theory data (ωB97M-V with the def2-TZVPD basis set) for a cluster of 4 separate species, C3H13O3S in total.

Geometry (Å):
C  1.69  -0.26  -2.41
C  2.67  -0.03  -1.17
C  1.86  -0.38  0.20
S  1.17  -1.96  0.25
H  1.12  0.67  -2.84
H  2.13  -0.67  -3.31
H  1.09  -1.10  -2.00
H  2.98  1.04  -1.23
H  3.63  -0.57  -1.14
H  2.51  -0.14  1.10
H  1.17  0.53  0.16
H  -3.75  2.91  3.29
H  -4.57  3.00  1.97
O  -4.60  3.17  2.93
H  -2.22  -3.03  1.05
H  -1.07  -2.38  0.17
O  -2.03  -2.32  0.38
H  -1.39  -0.19  0.49
H  -0.75  1.13  1.12
O  -1.61  0.58  0.99

Output
**Multiplicity**: 1
**Net charge**: -1


Stability ranking, top entry: B; the second entry is 0.460 eV less favorable.


A.
Density functional theory data (ωB97M-V with the def2-TZVPD basis set) for a cluster of 2 separate species, C18H18N2 in total.

Geometry (Å):
C  2.71  -2.09  1.03
C  2.17  -1.00  0.16
C  2.43  0.33  0.21
N  1.73  0.99  -0.79
C  1.14  0.05  -1.59
C  0.40  0.20  -2.77
C  -0.18  -0.95  -3.27
C  0.09  -2.23  -2.76
C  0.81  -2.37  -1.58
C  1.37  -1.21  -1.02
H  3.44  -1.69  1.73
H  3.14  -2.89  0.44
H  1.92  -2.50  1.66
H  3.17  0.84  0.81
H  1.47  1.95  -0.76
H  -0.03  1.16  -3.05
H  -0.93  -0.91  -4.05
H  -0.10  -3.12  -3.34
H  1.07  -3.38  -1.29
C  -0.23  1.58  3.48
C  -0.86  0.76  2.41
C  -1.03  -0.60  2.42
N  -1.56  -1.01  1.22
C  -1.67  0.06  0.38
C  -2.31  0.21  -0.85
C  -2.50  1.47  -1.35
C  -1.99  2.61  -0.68
C  -1.38  2.49  0.54
C  -1.29  1.20  1.12
H  -0.74  2.54  3.57
H  0.79  1.90  3.24
H  -0.25  1.12  4.46
H  -0.89  -1.28  3.24
H  -1.67  -1.97  0.95
H  -2.56  -0.65  -1.47
H  -2.93  1.58  -2.34
H  -2.03  3.58  -1.15
H  -0.72  3.20  1.04

Output
**Multiplicity**: 1
**SMILES**: Cc1c[nH]c2ccccc12.Cc1c[nH]c2ccccc12


B.
Density functional theory data (ωB97M-V with the def2-TZVPD basis set) for a cluster of 2 separate species, C18H18N2 in total.

Geometry (Å):
C  0.34  4.14  0.12
C  0.44  2.68  0.50
C  -0.22  1.68  -0.09
N  0.17  0.47  0.49
C  1.11  0.70  1.46
C  1.87  -0.17  2.27
C  2.77  0.36  3.17
C  3.02  1.74  3.24
C  2.30  2.62  2.38
C  1.36  2.12  1.45
H  -0.04  4.18  -0.92
H  1.31  4.59  0.20
H  -0.35  4.71  0.71
H  -0.95  1.73  -0.84
H  -0.11  -0.47  0.14
H  1.70  -1.20  2.20
H  3.29  -0.32  3.86
H  3.70  2.11  3.98
H  2.54  3.67  2.46
C  -3.48  -2.96  -0.14
C  -2.67  -2.01  -0.97
C  -3.18  -1.04  -1.77
N  -2.16  -0.41  -2.46
C  -0.98  -1.02  -2.17
C  0.30  -0.75  -2.62
C  1.35  -1.51  -2.12
C  1.16  -2.51  -1.16
C  -0.15  -2.77  -0.68
C  -1.23  -2.01  -1.18
H  -3.21  -3.96  -0.47
H  -4.58  -2.78  -0.26
H  -3.28  -2.96  0.96
H  -4.24  -0.82  -1.87
H  -2.34  0.16  -3.26
H  0.49  0.01  -3.38
H  2.30  -1.30  -2.51
H  1.99  -3.12  -0.78
H  -0.33  -3.58  0.08

Output
**Multiplicity**: 1
**SMILES**: Cc1c[nH]c2ccccc12.Cc1c[nH]c2ccccc12


Stability ranking, top entry: B; the second entry is 0.201 eV less favorable.


A.
Density functional theory data (ωB97M-V with the def2-TZVPD basis set) for a cluster of 2 separate species, C3H3Cl3S2 in total.

Geometry (Å):
C  0.67  0.77  -0.39
C  -1.10  -0.16  0.60
C  -2.19  0.26  -0.24
S  1.03  2.28  0.03
S  1.13  -0.14  -1.70
Cl  -3.71  -0.08  0.81
Cl  -2.22  1.97  -0.56
Cl  -2.29  -0.77  -1.68
H  -0.84  -1.20  0.67
H  -0.77  0.50  1.33
H  2.37  0.35  -2.03

Output
**Multiplicity**: 1


B.
Density functional theory data (ωB97M-V with the def2-TZVPD basis set) for a cluster of 2 separate species, C3H3Cl3S2 in total.

Geometry (Å):
C  2.01  -0.70  0.43
C  1.27  0.36  0.33
C  -1.54  -0.19  -0.49
S  -2.46  -1.26  0.52
S  -1.89  1.52  -0.41
Cl  3.79  -0.75  0.26
Cl  1.55  1.97  0.00
Cl  -0.92  -0.87  -1.94
H  1.60  -1.68  0.63
H  -2.74  -0.35  1.44
H  -0.67  1.95  -0.78

Output
**Multiplicity**: 1


Stability ranking, top entry: A; the second entry is 1.248 eV less favorable.


A.
Density functional theory data (ωB97M-V with the def2-TZVPD basis set) for a structure of composition C2H8N4.

Geometry (Å):
C  -1.33  0.33  1.75
N  -0.31  1.12  1.09
H  -0.71  1.47  0.23
H  0.66  0.24  0.87
H  -2.23  0.93  1.94
H  -0.94  -0.08  2.68
H  -1.64  -0.52  1.12
N  1.10  0.02  -1.24
N  0.15  -0.42  -2.15
C  1.55  -0.73  -0.12
N  2.01  -1.77  0.19
H  1.24  1.03  -1.17
H  0.42  -0.19  -3.10
H  0.03  -1.43  -2.08

Output
**Multiplicity**: 1


B.
Density functional theory data (ωB97M-V with the def2-TZVPD basis set) for a cluster of 2 separate species, C2H8N4 in total.

Geometry (Å):
N  -0.92  -1.27  -0.64
C  -1.15  -0.05  -0.33
N  -1.10  0.99  -1.18
N  -1.42  0.32  0.93
H  -0.71  -1.34  -1.64
H  -1.68  1.76  -0.87
H  -1.30  0.75  -2.15
H  -0.72  0.96  1.28
H  -1.40  -0.50  1.53
C  2.42  -0.14  0.51
N  1.51  -0.40  1.38
H  3.26  0.53  0.75
H  2.38  -0.57  -0.51
H  0.82  -1.04  0.95

Output
**Multiplicity**: 1
**SMILES**: N=C(N)N.C=N


Stability ranking, top entry: B; the second entry is 4.086 eV less favorable.


A.
Density functional theory data (ωB97M-V with the def2-TZVPD basis set) for the ion C7H13O with charge -1.

Geometry (Å):
C  -0.61  -1.87  -0.09
C  -0.82  -0.68  -0.67
C  -2.21  -0.11  -0.90
C  -2.57  0.82  0.26
C  0.37  0.15  -1.18
C  1.13  0.82  -0.02
C  2.18  0.01  0.72
O  2.63  0.69  1.75
H  -1.24  -2.50  0.49
H  0.36  -2.39  -0.13
H  -2.14  0.42  -1.98
H  -2.99  -0.86  -0.97
H  -1.80  1.66  0.52
H  -3.42  1.38  -0.14
H  -2.74  0.41  1.14
H  1.05  -0.63  -1.50
H  0.33  0.78  -1.95
H  1.54  1.70  -0.19
H  0.34  1.04  0.90
H  1.74  -1.08  1.08
H  3.11  -0.28  0.03

Output
**Multiplicity**: 1
**Net charge**: -1
**SMILES**: C=C(CC)CCC[O-]


B.
Density functional theory data (ωB97M-V with the def2-TZVPD basis set) for a cluster of 2 separate species, C7H13O in total.

Geometry (Å):
C  -0.98  0.04  2.97
O  -1.22  1.38  3.36
C  0.29  -0.18  2.05
C  -0.05  -0.24  0.58
C  0.95  0.14  -0.55
C  -0.76  0.43  -2.33
C  0.52  -0.13  -1.96
C  1.34  -0.83  -2.94
H  -1.82  -0.27  2.34
H  -0.93  -0.73  3.76
H  1.03  -0.80  2.50
H  0.87  0.73  2.21
H  -0.95  0.54  0.33
H  -0.53  -1.18  0.29
H  1.28  1.23  -0.47
H  1.81  -0.40  -0.47
H  -1.09  0.18  -3.49
H  -1.24  1.29  -2.04
H  -1.43  1.33  0.19
H  2.07  -1.44  -2.51
H  0.84  -1.07  -3.82

Output
**Multiplicity**: 1
**Net charge**: -1


Stability ranking, top entry: A; the second entry is 5.252 eV less favorable.